# 1
{"formula": "C6H40NO12", "method": "ωB97M-V/def2-TZVPD", "elements": ["O", "O", "O", "O", "O", "O", "O", "O", "O", "O", "O", "O", "N", "C", "C", "C", "C", "C", "C", "H", "H", "H", "H", "H", "H", "H", "H", "H", "H", "H", "H", "H", "H", "H", "H", "H", "H", "H", "H", "H", "H", "H", "H", "H", "H", "H", "H", "H", "H", "H", "H", "H", "H", "H", "H", "H", "H", "H", "H"], "coordinates": [[-2.76, 1.65, -1.13], [0.29, 2.19, -2.82], [2.08, -1.43, -3.46], [-3.30, -1.96, 1.91], [2.67, -1.60, 2.74], [-0.03, 3.06, 2.19], [-0.94, 3.44, -0.46], [-0.19, -0.14, -3.80], [1.54, 0.53, 3.77], [-0.97, -2.48, -2.73], [-1.28, 0.40, 3.24], [-3.89, -0.45, -0.27], [-1.61, -2.41, -0.22], [0.51, -0.03, 0.06], [3.03, 0.59, -0.43], [0.75, -1.54, -0.19], [-0.29, -2.41, 0.52], [1.80, 0.68, 0.48], [4.27, 0.87, 0.45], [2.67, -0.75, 3.24], [2.87, -2.23, 3.43], [-3.96, 0.43, 0.05], [-0.30, 0.15, 0.76], [-0.61, -0.04, -4.66], [-2.09, -3.29, -0.06], [-2.15, 2.32, -0.76], [-0.46, -2.05, 1.54], [4.14, 0.86, 1.53], [-4.08, -1.43, 1.73], [-1.18, 0.22, 4.19], [1.68, 1.75, 0.69], [1.22, 2.31, -2.64], [-2.16, 0.78, 3.18], [0.73, -1.89, -1.22], [-1.18, 4.37, -0.48], [-0.17, 3.51, 3.02], [-4.08, -0.49, -1.21], [1.39, 1.43, 4.08], [2.95, 1.28, -1.27], [-0.19, 0.74, -3.31], [-0.51, 3.37, 0.41], [0.17, 2.12, 2.16], [2.64, -0.82, -2.97], [2.06, 0.31, 1.47], [0.18, 0.51, -0.84], [-3.15, -1.95, 2.86], [0.08, -3.42, 0.43], [-1.18, -3.23, -3.30], [3.13, -0.36, -0.95], [4.76, 1.80, 0.14], [-0.68, -1.74, -3.30], [1.72, -1.84, 0.20], [-1.43, -2.18, -1.26], [4.97, 0.03, 0.34], [0.93, 0.29, 3.07], [1.36, -0.79, -3.69], [-0.32, 2.67, -2.24], [-2.31, -1.75, 0.17], [-3.06, 1.74, -2.04]], "total_energy_ha": -1210.0216, "lumo_energy_ev": -2.61, "total_charge": 1, "homo_lumo_gap_ev": 10.29, "homo_energy_ev": -12.9}

***

# 2
{"formula": "C6H40O15", "method": "ωB97M-V/def2-TZVPD", "elements": ["O", "O", "O", "O", "O", "O", "O", "O", "O", "O", "O", "O", "O", "O", "O", "C", "C", "C", "C", "C", "C", "H", "H", "H", "H", "H", "H", "H", "H", "H", "H", "H", "H", "H", "H", "H", "H", "H", "H", "H", "H", "H", "H", "H", "H", "H", "H", "H", "H", "H", "H", "H", "H", "H", "H", "H", "H", "H", "H", "H", "H"], "coordinates": [[-1.63, -1.14, 1.20], [2.56, -0.75, -4.55], [-1.87, -3.25, -2.01], [-4.69, 0.74, -1.00], [-1.09, 2.96, -3.52], [4.21, -2.29, 0.52], [-2.07, 0.23, -1.56], [-0.21, -3.54, 2.81], [0.88, 2.03, 3.94], [3.29, -0.69, 3.28], [-3.28, 2.69, -0.23], [-1.06, 1.06, 2.17], [-0.24, -1.24, -4.58], [0.96, -0.54, 4.64], [-3.36, -2.43, -0.01], [1.08, 0.67, -0.12], [0.85, 2.24, 0.37], [3.58, -0.04, 0.11], [0.16, 3.09, -0.72], [3.25, -1.56, 0.22], [2.50, 0.63, -0.70], [1.07, 0.22, 0.90], [3.78, -1.53, 2.97], [-0.99, -1.72, 1.61], [2.89, 1.63, -1.11], [1.95, -0.52, 4.66], [-0.80, 3.23, -0.52], [-2.58, 2.08, 0.20], [0.83, -1.36, 4.04], [0.15, 2.51, 3.48], [-0.68, 0.29, 2.70], [0.37, 2.78, -1.75], [2.29, -1.92, 0.08], [-2.76, -2.76, -0.67], [-2.02, -3.63, -2.86], [-1.81, -0.15, -0.70], [-0.31, -3.71, 3.79], [-4.93, 0.03, -0.39], [-1.51, 0.70, 1.39], [-1.79, 3.73, -3.54], [1.78, 2.70, 0.58], [0.43, 2.23, 1.40], [-0.08, -0.29, -4.61], [-1.35, 2.47, -2.70], [0.15, -4.42, 2.41], [1.59, -0.82, -4.50], [4.63, 0.01, -0.46], [-4.11, -2.81, 0.11], [0.88, 1.15, 3.76], [0.56, 4.11, -0.61], [-3.96, 2.33, 0.31], [4.01, -0.13, 3.23], [2.36, 0.03, -1.68], [2.72, -1.62, -4.12], [-1.36, -2.41, -2.23], [-1.03, -1.27, -4.01], [3.60, 0.32, 1.01], [-1.89, 1.19, -1.38], [-2.41, -1.78, 1.26], [0.47, -0.01, -0.76], [-3.97, 0.25, -1.53]], "total_energy_ha": -1380.9974, "lumo_energy_ev": -0.43, "homo_lumo_gap_ev": 9.36, "homo_energy_ev": -9.8}

***

# 3
{"formula": "C6H4AlCl2MnN2O3", "method": "ωB97M-V/def2-TZVPD", "elements": ["Mn", "Cl", "Cl", "Al", "O", "O", "O", "N", "N", "C", "C", "C", "C", "C", "C", "H", "H", "H", "H"], "coordinates": [[0.00, 0.00, 0.00], [-0.01, -2.33, -0.54], [2.11, 0.01, -1.13], [0.81, -1.38, -2.58], [-2.70, -0.16, 1.29], [1.84, -0.01, -5.04], [-0.97, -3.12, -4.25], [1.26, 0.72, 1.40], [1.82, 1.92, 1.36], [-0.28, -2.46, -3.62], [1.45, -0.54, -4.10], [-1.66, -0.10, 0.80], [2.50, 0.93, 3.22], [1.65, 0.09, 2.52], [2.59, 2.08, 2.46], [1.68, 2.62, 0.59], [2.98, 0.73, 4.16], [3.16, 2.96, 2.69], [1.33, -0.90, 2.81]], "s_squared": 6.0489, "total_energy_ha": -2878.2082, "lumo_energy_ev": [-18.06, -18.72], "total_charge": 4, "homo_lumo_gap_ev": [8.11, 6.47], "homo_energy_ev": [-26.2, -25.2], "spin_multiplicity": 5}

***

# 4
{"formula": "C6H4BF4N2S4SbSeTc", "method": "ωB97M-V/def2-TZVPD", "elements": ["Sb", "Tc", "Se", "S", "S", "S", "S", "F", "F", "F", "F", "N", "N", "C", "C", "C", "C", "C", "C", "B", "H", "H", "H", "H"], "coordinates": [[0.83, -2.46, -4.58], [-0.51, 0.64, -1.56], [-1.64, 1.76, 1.52], [1.74, -3.72, -3.09], [-1.09, -1.30, -1.89], [0.01, -1.33, -6.18], [1.51, 0.66, -1.82], [-1.82, 2.54, -1.03], [-1.14, 1.45, -3.10], [-3.59, 3.17, -2.33], [-1.57, 4.33, -2.43], [-0.55, 0.67, 0.47], [-1.01, 1.10, 2.97], [1.75, -1.74, 2.04], [1.09, -1.11, 1.00], [0.17, -0.11, 1.32], [1.51, -1.45, 3.42], [-0.10, 0.17, 2.73], [0.59, -0.51, 3.77], [-2.36, 3.41, -2.02], [0.36, -0.26, 4.80], [1.30, -1.41, -0.01], [2.05, -2.00, 4.18], [2.48, -2.51, 1.80]], "total_energy_ha": -5079.0317, "lumo_energy_ev": [-13.89, -13.89], "total_charge": 3, "homo_lumo_gap_ev": [5.11, 5.11], "homo_energy_ev": [-19.0, -19.0]}

***

# 5
{"formula": "C6H4BrClN2", "method": "ωB97M-V/def2-TZVPD", "elements": ["Br", "Cl", "N", "N", "C", "C", "C", "C", "C", "C", "H", "H", "H", "H"], "coordinates": [[2.88, -1.57, 0.56], [0.17, 1.82, -2.00], [1.22, -1.11, 0.27], [1.21, 3.35, 1.18], [-1.41, -0.30, -0.01], [-0.57, 0.79, 0.52], [0.90, 2.62, 0.32], [0.13, 1.64, -0.24], [0.40, -1.84, -0.35], [-0.97, -1.45, -0.45], [0.80, -2.78, -0.72], [-1.73, -2.08, -0.76], [-0.54, 0.93, 1.56], [-2.49, -0.01, 0.14]], "smiles": "N#C/C(Cl)=C/C=C\\C=N\\Br", "total_energy_ha": -3374.6192, "lumo_energy_ev": -0.50, "homo_lumo_gap_ev": 8.69, "homo_energy_ev": -9.2}

***

# 6
{"formula": "C6H4Cl2", "method": "ωB97M-V/def2-TZVPD", "elements": ["Cl", "Cl", "C", "C", "C", "C", "C", "C", "H", "H", "H", "H"], "coordinates": [[-2.60, -1.59, 0.00], [-2.59, 1.60, 0.00], [-1.11, -0.70, 0.00], [0.08, -1.39, 0.00], [-1.11, 0.70, 0.00], [1.29, -0.70, 0.00], [1.30, 0.68, -0.01], [0.10, 1.38, 0.00], [0.09, -2.46, 0.01], [2.23, -1.23, 0.02], [0.09, 2.47, -0.01], [2.23, 1.24, 0.01]], "smiles": "Clc1ccccc1Cl", "total_energy_ha": -1151.4255, "lumo_energy_ev": 0.96, "homo_lumo_gap_ev": 10.30, "homo_energy_ev": -9.3}

***

# 7
{"formula": "C6H4ClN3O2", "method": "ωB97M-V/def2-TZVPD", "elements": ["Cl", "O", "O", "N", "N", "N", "C", "C", "C", "C", "C", "C", "H", "H", "H", "H"], "coordinates": [[2.93, 0.98, -0.94], [-2.06, -1.09, 2.14], [-3.27, -0.41, 0.45], [0.06, -0.68, 1.08], [-2.19, -0.68, 0.98], [-1.33, -3.40, -0.97], [0.34, 0.86, -1.25], [-1.04, -0.50, 0.26], [1.36, 0.53, -0.38], [1.30, -0.24, 0.71], [-0.92, 0.29, -0.92], [-1.55, -2.44, -0.41], [0.67, 1.49, -2.09], [-1.86, 0.62, -1.35], [2.11, -0.68, 1.36], [0.07, -1.24, 1.94]], "total_energy_ha": -1005.7483, "lumo_energy_ev": [-1.73, -1.73], "homo_lumo_gap_ev": [7.61, 7.61], "homo_energy_ev": [-9.3, -9.3]}

***

# 8
{"formula": "C6H4F2NOS", "method": "ωB97M-V/def2-TZVPD", "elements": ["S", "F", "F", "O", "N", "C", "C", "C", "C", "C", "C", "H", "H", "H", "H"], "coordinates": [[-0.17, -0.68, 1.81], [0.51, 1.27, -3.77], [-1.87, -0.69, 1.81], [0.15, 0.25, 2.78], [0.12, -0.83, -0.77], [0.03, 0.04, 0.22], [0.16, -0.70, -1.96], [0.44, -2.19, 1.79], [0.00, 1.79, -1.53], [0.19, 1.04, -2.56], [-0.07, 1.30, -0.12], [-0.12, 2.87, -1.96], [0.96, -2.82, 2.52], [-0.29, 2.00, 0.74], [-0.03, -2.66, 1.00]], "smiles": "C=[S@](=O)(F)c1ccc(F)c#[n+]1", "total_energy_ha": -958.3553, "lumo_energy_ev": -8.29, "total_charge": 1, "homo_lumo_gap_ev": 4.82, "homo_energy_ev": -13.1}

***

# 9
{"formula": "C6H4F5NO", "method": "ωB97M-V/def2-TZVPD", "elements": ["F", "F", "F", "F", "F", "O", "N", "C", "C", "C", "C", "C", "C", "H", "H", "H", "H"], "coordinates": [[-1.48, 0.01, -2.04], [-4.36, -0.74, 1.14], [-2.04, 3.56, 0.25], [-4.07, -0.34, -1.01], [-3.14, -2.00, -0.18], [-2.56, 1.46, 0.40], [-0.41, 2.05, -0.15], [0.12, 0.76, -0.43], [1.45, 0.58, -0.39], [-1.59, 2.29, 0.17], [-3.43, -0.76, 0.08], [-0.94, -0.24, -0.82], [-2.20, 0.11, 0.50], [2.12, -0.26, -0.45], [-2.01, -0.05, 1.54], [1.83, 1.50, 0.00], [-0.44, -1.23, -0.88]], "smiles": "C=C1N=C(F)O[C@@H](C(F)(F)F)[C@H]1F", "total_energy_ha": -860.2917, "lumo_energy_ev": 0.53, "homo_lumo_gap_ev": 10.23, "homo_energy_ev": -9.7}

***

# 10
{"formula": "C6H4F9O3PbS", "method": "ωB97M-V/def2-TZVPD", "elements": ["Pb", "S", "F", "F", "F", "F", "F", "F", "F", "F", "F", "O", "O", "O", "C", "C", "C", "C", "C", "C", "H", "H", "H", "H"], "coordinates": [[-2.91, 1.90, -1.52], [-0.64, 2.75, 0.63], [2.65, 0.31, -0.86], [2.33, -2.41, 0.87], [3.38, -1.67, -1.15], [-0.25, -2.36, 1.49], [-1.25, -1.47, -1.63], [1.50, -1.17, -2.05], [-2.12, -1.32, 0.34], [0.21, -3.14, -0.45], [1.65, -0.43, 1.30], [-0.90, 3.57, 1.77], [-1.58, 3.00, -0.60], [0.73, 2.79, 0.25], [-0.74, 0.43, -0.28], [0.14, -2.00, 0.25], [-1.12, 1.10, 1.04], [-0.97, -1.07, -0.37], [2.26, -0.96, -0.97], [1.57, -1.41, 0.38], [-2.21, 1.15, 1.16], [-1.40, 0.99, -0.96], [0.27, 0.76, -0.56], [-0.61, 0.66, 1.91]], "total_energy_ha": -1946.2324, "lumo_energy_ev": -7.12, "total_charge": 1, "homo_lumo_gap_ev": 7.70, "homo_energy_ev": -14.8}

***

# 11
{"formula": "C6H4FeN2O5S", "method": "ωB97M-V/def2-TZVPD", "elements": ["Fe", "S", "O", "O", "O", "O", "O", "N", "N", "C", "C", "C", "C", "C", "C", "H", "H", "H", "H"], "coordinates": [[0.00, -0.15, -0.17], [0.00, 0.30, 2.02], [0.00, -1.12, -2.84], [0.00, 3.69, -1.33], [0.00, -2.84, 0.98], [3.00, -0.08, 0.04], [-3.00, -0.08, 0.04], [0.00, -1.15, 4.38], [0.00, 1.13, 4.43], [0.00, -1.77, 0.53], [0.00, 2.62, -0.95], [0.00, -0.59, -1.81], [-1.85, 0.03, -0.08], [0.00, 0.01, 3.70], [1.85, 0.03, -0.08], [0.00, -1.99, 3.83], [0.00, -1.21, 5.41], [0.00, 1.97, 3.83], [0.00, 1.21, 5.44]], "s_squared": 6.0813, "total_energy_ha": -2377.8790, "lumo_energy_ev": [-7.78, -11.69], "total_charge": 2, "homo_lumo_gap_ev": [9.49, 6.66], "homo_energy_ev": [-17.3, -18.3], "spin_multiplicity": 5}

***

# 12
{"formula": "C6H4N2", "method": "ωB97M-V/def2-TZVPD", "elements": ["N", "N", "C", "C", "C", "C", "C", "C", "H", "H", "H", "H"], "coordinates": [[0.86, -2.80, 0.82], [0.30, -1.33, -0.98], [0.58, -1.61, 0.33], [0.29, -0.30, 1.08], [0.05, -0.17, -1.25], [-0.16, 0.54, 0.09], [-1.06, 3.03, 0.08], [-0.60, 1.93, 0.21], [-1.67, 3.94, -0.27], [-0.04, 0.21, -2.25], [1.06, -3.50, 0.01], [0.39, 0.06, 2.14]], "smiles": "[H]/N=C1/C=C(C#C)C=N1", "total_energy_ha": -340.3987, "lumo_energy_ev": -1.13, "homo_lumo_gap_ev": 8.43, "homo_energy_ev": -9.6}

***

Please write out number 1 again, unchanged.
{"formula": "C6H40NO12", "method": "ωB97M-V/def2-TZVPD", "elements": ["O", "O", "O", "O", "O", "O", "O", "O", "O", "O", "O", "O", "N", "C", "C", "C", "C", "C", "C", "H", "H", "H", "H", "H", "H", "H", "H", "H", "H", "H", "H", "H", "H", "H", "H", "H", "H", "H", "H", "H", "H", "H", "H", "H", "H", "H", "H", "H", "H", "H", "H", "H", "H", "H", "H", "H", "H", "H", "H"], "coordinates": [[-2.76, 1.65, -1.13], [0.29, 2.19, -2.82], [2.08, -1.43, -3.46], [-3.30, -1.96, 1.91], [2.67, -1.60, 2.74], [-0.03, 3.06, 2.19], [-0.94, 3.44, -0.46], [-0.19, -0.14, -3.80], [1.54, 0.53, 3.77], [-0.97, -2.48, -2.73], [-1.28, 0.40, 3.24], [-3.89, -0.45, -0.27], [-1.61, -2.41, -0.22], [0.51, -0.03, 0.06], [3.03, 0.59, -0.43], [0.75, -1.54, -0.19], [-0.29, -2.41, 0.52], [1.80, 0.68, 0.48], [4.27, 0.87, 0.45], [2.67, -0.75, 3.24], [2.87, -2.23, 3.43], [-3.96, 0.43, 0.05], [-0.30, 0.15, 0.76], [-0.61, -0.04, -4.66], [-2.09, -3.29, -0.06], [-2.15, 2.32, -0.76], [-0.46, -2.05, 1.54], [4.14, 0.86, 1.53], [-4.08, -1.43, 1.73], [-1.18, 0.22, 4.19], [1.68, 1.75, 0.69], [1.22, 2.31, -2.64], [-2.16, 0.78, 3.18], [0.73, -1.89, -1.22], [-1.18, 4.37, -0.48], [-0.17, 3.51, 3.02], [-4.08, -0.49, -1.21], [1.39, 1.43, 4.08], [2.95, 1.28, -1.27], [-0.19, 0.74, -3.31], [-0.51, 3.37, 0.41], [0.17, 2.12, 2.16], [2.64, -0.82, -2.97], [2.06, 0.31, 1.47], [0.18, 0.51, -0.84], [-3.15, -1.95, 2.86], [0.08, -3.42, 0.43], [-1.18, -3.23, -3.30], [3.13, -0.36, -0.95], [4.76, 1.80, 0.14], [-0.68, -1.74, -3.30], [1.72, -1.84, 0.20], [-1.43, -2.18, -1.26], [4.97, 0.03, 0.34], [0.93, 0.29, 3.07], [1.36, -0.79, -3.69], [-0.32, 2.67, -2.24], [-2.31, -1.75, 0.17], [-3.06, 1.74, -2.04]], "total_energy_ha": -1210.0216, "lumo_energy_ev": -2.61, "total_charge": 1, "homo_lumo_gap_ev": 10.29, "homo_energy_ev": -12.9}

***

Q: Number 8 is which compound?
A: C6H4F2NOS